The following is a DFT calculation (ωB97M-V/def2-TZVPD) of a cluster of 6 separate species, C44H45BF5O4 in total at a distorted geometry.

Output
- HOMO: -0.1479 Ha
- Energy: -2528.8141 a.u.
- Lowest unoccupied orbital energy: 1.863 eV
- Spin multiplicity: 1
- Orbital gap: 5.886 eV
- Charge: -1

Positions of all 99 atoms, in Å:
1 O -1.320 -1.403 -5.185
2 C -1.461 -0.402 -4.534
3 O -2.569 -0.122 -3.744
4 C -3.788 -0.482 -4.420
5 C -4.051 0.294 -5.759
6 C -5.146 1.431 -5.520
7 C -4.555 2.493 -4.519
8 C -3.486 3.456 -5.130
9 C -3.164 4.451 -3.880
10 O -2.042 5.140 -4.433
11 B -1.278 4.155 -5.233
12 C 0.229 3.947 -4.554
13 C 0.830 2.567 -4.953
14 C 0.795 2.017 -6.304
15 C 1.341 0.701 -6.577
16 C 1.931 -0.082 -5.500
17 C 2.011 0.472 -4.160
18 C 1.467 1.787 -3.879
19 O -2.155 2.960 -5.297
20 H -0.678 0.395 -4.598
21 H -3.869 -1.590 -4.586
22 H -4.624 -0.234 -3.707
23 H -3.159 0.821 -6.177
24 H -4.382 -0.441 -6.543
25 H -6.084 0.936 -5.155
26 H -5.273 1.923 -6.521
27 H -5.425 3.143 -4.204
28 H -4.170 2.047 -3.561
29 H -3.863 4.189 -5.897
30 H -3.965 5.183 -3.610
31 H -2.833 3.702 -3.105
32 H -1.091 4.711 -6.299
33 H 0.877 4.815 -4.822
34 H 0.040 3.887 -3.443
35 H 0.339 2.632 -7.111
36 H 1.316 0.268 -7.599
37 H 2.329 -1.107 -5.675
38 H 2.474 -0.152 -3.360
39 H 1.515 2.197 -2.850
40 F -4.447 -1.243 3.257
41 C -4.089 -1.020 1.975
42 C -4.879 -0.208 1.182
43 C -4.505 0.025 -0.136
44 C -3.354 -0.564 -0.648
45 C -2.573 -1.381 0.160
46 C -2.939 -1.607 1.482
47 H -5.776 0.236 1.596
48 H -5.112 0.666 -0.765
49 H -3.067 -0.385 -1.678
50 H -1.678 -1.843 -0.240
51 H -2.338 -2.233 2.127
52 F -1.322 -3.671 3.079
53 C -1.184 -5.004 2.952
54 C -0.947 -5.770 4.079
55 C -0.810 -7.145 3.948
56 C -0.901 -7.736 2.693
57 C -1.135 -6.953 1.569
58 C -1.283 -5.578 1.699
59 H -0.872 -5.290 5.047
60 H -0.632 -7.757 4.824
61 H -0.790 -8.809 2.592
62 H -1.201 -7.413 0.590
63 H -1.474 -4.953 0.835
64 F 2.001 2.607 4.587
65 C 0.926 1.798 4.678
66 C -0.167 2.200 5.423
67 C -1.273 1.365 5.509
68 C -1.268 0.135 4.859
69 C -0.160 -0.256 4.118
70 C 0.942 0.583 4.022
71 H -0.148 3.158 5.929
72 H -2.139 1.671 6.084
73 H -2.130 -0.517 4.930
74 H -0.155 -1.216 3.614
75 H 1.810 0.298 3.441
76 F 5.909 -4.477 5.116
77 C 5.275 -3.296 5.234
78 C 5.058 -2.768 6.493
79 C 4.408 -1.546 6.615
80 C 3.976 -0.874 5.477
81 C 4.198 -1.419 4.218
82 C 4.856 -2.635 4.094
83 H 5.395 -3.311 7.368
84 H 4.239 -1.118 7.595
85 H 3.466 0.077 5.574
86 H 3.857 -0.896 3.332
87 H 5.045 -3.071 3.121
88 F 5.199 2.494 -0.211
89 C 5.528 2.432 1.088
90 C 4.527 2.327 2.038
91 C 4.869 2.258 3.382
92 C 6.207 2.305 3.761
93 C 7.202 2.415 2.797
94 C 6.862 2.474 1.452
95 H 3.491 2.300 1.723
96 H 4.096 2.168 4.132
97 H 6.472 2.255 4.811
98 H 8.243 2.456 3.094
99 H 7.624 2.551 0.686

Löwdin atomic charge list, values in e, 4 entries: 0.07 -0.29 -0.10 -0.20


The following is a DFT calculation (ωB97M-V/def2-TZVPD) of a structure of composition C34H22Cl5CoN5O3.

Output
- HOMO (spin up / spin down): -0.2976 / -0.2995 Ha
- ΔE to the lowest compared entry with this formula, charge and spin: 0.0 kJ/mol
- Energy: -5492.1375 a.u.
- Lowest unoccupied orbital energy (spin up / spin down): -0.904 / -0.908 eV
- <S²>: 0.765
- Spin multiplicity: 2
- Orbital gap (spin up / spin down): 7.193 / 7.242 eV
- Charge: 0

Positions of all 70 atoms, in Å:
1 Co -0.279 -0.802 0.066
2 N -2.756 0.842 3.345
3 C -1.998 0.019 2.607
4 N -1.456 0.346 1.483
5 C -1.672 1.602 0.946
6 N -1.179 1.949 -0.200
7 N -0.426 0.942 -0.780
8 C 0.238 1.289 -1.807
9 C 1.268 0.381 -2.327
10 C 1.972 0.680 -3.485
11 C 3.049 -0.125 -3.827
12 C 3.390 -1.174 -2.994
13 C 2.612 -1.412 -1.868
14 N 1.563 -0.667 -1.544
15 C -2.469 2.559 1.711
16 C -2.715 3.862 1.268
17 C -3.473 4.722 2.031
18 C -3.999 4.295 3.253
19 C -3.770 3.014 3.707
20 C -3.005 2.147 2.930
21 H -3.113 0.516 4.228
22 H -1.834 -0.979 3.003
23 H 0.121 2.283 -2.228
24 H 1.687 1.528 -4.093
25 H 3.621 0.079 -4.723
26 H 4.239 -1.810 -3.205
27 H 2.834 -2.237 -1.201
28 H -2.298 4.167 0.318
29 H -3.664 5.729 1.686
30 H -4.594 4.974 3.850
31 H -4.177 2.677 4.653
32 O 1.300 -0.179 1.265
33 C 1.420 -0.974 2.473
34 C 0.317 -2.086 2.426
35 O 0.079 -2.691 3.461
36 O -0.200 -2.304 1.280
37 C 2.791 -1.638 2.431
38 C 2.951 -2.894 1.848
39 C 4.218 -3.440 1.706
40 C 5.335 -2.739 2.138
41 C 5.182 -1.488 2.717
42 C 3.915 -0.940 2.863
43 C 1.227 -0.065 3.676
44 C 0.947 1.290 3.523
45 C 0.732 2.098 4.633
46 C 0.801 1.562 5.909
47 C 1.100 0.214 6.068
48 C 1.315 -0.594 4.963
49 H 2.129 -0.232 0.776
50 H 2.082 -3.447 1.508
51 H 4.331 -4.421 1.262
52 H 6.322 -3.169 2.029
53 H 6.048 -0.938 3.062
54 H 3.796 0.032 3.328
55 H 0.897 1.714 2.530
56 H 0.515 3.151 4.494
57 H 0.637 2.190 6.776
58 H 1.168 -0.213 7.061
59 H 1.529 -1.646 5.088
60 Cl 0.438 -3.686 -1.305
61 C -1.088 -2.978 -1.778
62 C -1.521 -1.787 -1.184
63 C -2.810 -1.418 -1.566
64 Cl -3.566 -0.021 -0.832
65 C -3.588 -2.103 -2.502
66 Cl -5.169 -1.562 -2.933
67 C -3.077 -3.245 -3.104
68 Cl -3.996 -4.098 -4.283
69 C -1.818 -3.697 -2.726
70 Cl -1.197 -5.137 -3.444

Löwdin atomic charge list, values in e, 4 entries: 0.47 0.15 -0.09 0.10


The following is a DFT calculation (ωB97M-V/def2-TZVPD) of the molecule C4H4O2 at a distorted geometry.

Output
- HOMO: -0.3391 Ha
- ΔE to the lowest compared entry with this formula, charge and spin: 342.6 kJ/mol
- Energy: -305.1490 a.u.
- Lowest unoccupied orbital energy: 0.820 eV
- Spin multiplicity: 1
- Orbital gap: 10.047 eV
- Charge: 0

Positions of all 10 atoms, in Å:
1 C 1.231 -0.458 -0.370
2 C -0.052 0.185 -0.475
3 O -0.182 1.530 -0.531
4 C -0.962 0.992 0.590
5 C -1.386 -0.213 -0.021
6 O -2.139 -1.171 0.193
7 H 1.925 0.048 0.312
8 H 1.525 -0.524 -1.356
9 H 0.951 -1.521 0.030
10 H -0.912 1.131 1.626

Löwdin atomic charge list, values in e, 4 entries: 0.01 -0.32 0.06 0.05


What is the spin multiplicity in the second record? 2


Which of these has the highest energy? C4H4O2